{"formula": "C35H37IP2Ru", "method": "the ωB97M-V functional and the def2-TZVPD basis", "species": ["Ru", "C", "C", "C", "C", "C", "C", "C", "C", "C", "H", "H", "H", "H", "H", "H", "H", "H", "H", "H", "H", "H", "H", "H", "H", "P", "P", "C", "C", "C", "C", "C", "C", "C", "C", "C", "C", "C", "C", "C", "C", "C", "C", "C", "C", "C", "C", "C", "C", "C", "C", "C", "C", "H", "H", "H", "H", "H", "H", "H", "H", "H", "H", "H", "H", "H", "H", "H", "H", "H", "H", "H", "H", "H", "H", "I"], "coordinates": [[0.807, -0.549, -0.660], [3.474, 0.328, -1.479], [2.808, 1.385, -0.943], [2.058, 2.398, -1.732], [1.179, 1.717, -2.761], [0.474, 0.482, -2.189], [1.087, -0.877, -2.470], [2.267, -1.052, -3.281], [3.487, -0.163, -2.890], [-1.829, -0.816, 1.433], [4.225, -0.187, -0.860], [3.169, 1.758, 0.018], [2.739, 3.108, -2.224], [1.452, 2.992, -1.043], [0.407, 2.429, -3.063], [1.738, 1.523, -3.683], [-0.628, 0.584, -2.361], [0.351, -1.727, -2.414], [2.026, -0.843, -4.316], [2.554, -2.098, -3.192], [4.384, -0.803, -2.996], [3.630, 0.672, -3.599], [-0.995, -1.550, 1.505], [-2.729, -1.378, 1.700], [-1.732, 0.001, 2.157], [0.821, 0.815, 1.402], [-2.114, -0.181, -0.229], [-0.278, 1.909, 0.468], [-1.372, 1.467, -0.251], [0.831, 1.494, 3.059], [1.245, 2.840, 3.127], [1.430, 3.442, 4.365], [1.163, 2.721, 5.542], [0.695, 1.404, 5.471], [0.515, 0.784, 4.242], [2.489, -0.165, 1.409], [2.588, -1.242, 0.507], [3.373, -2.376, 0.695], [4.284, -2.311, 1.736], [4.348, -1.188, 2.552], [3.419, -0.143, 2.446], [-3.854, 0.253, -0.077], [-4.204, 1.074, 1.005], [-5.507, 1.522, 1.132], [-6.461, 1.112, 0.190], [-6.127, 0.235, -0.857], [-4.813, -0.230, -0.972], [-2.054, -1.486, -1.524], [-1.854, -2.822, -1.155], [-1.878, -3.861, -2.075], [-2.181, -3.607, -3.409], [-2.456, -2.295, -3.808], [-2.358, -1.233, -2.890], [-0.069, 2.979, 0.549], [-1.939, 2.185, -0.855], [1.444, 3.387, 2.207], [1.787, 4.470, 4.416], [1.318, 3.202, 6.512], [0.483, 0.860, 6.403], [0.149, -0.244, 4.178], [2.337, -1.207, -0.633], [3.210, -3.232, 0.059], [4.911, -3.187, 1.912], [5.122, -1.133, 3.325], [3.398, 0.669, 3.146], [-3.447, 1.379, 1.722], [-5.771, 2.198, 1.947], [-7.490, 1.474, 0.272], [-6.878, -0.086, -1.596], [-4.542, -0.938, -1.764], [-1.595, -3.052, -0.126], [-1.651, -4.870, -1.758], [-2.199, -4.411, -4.149], [-2.752, -2.085, -4.853], [-2.520, -0.205, -3.254], [0.601, -3.415, 1.585]], "forces_ev_per_angstrom": [[-1.8, 0.3, 6.0], [0.8, 0.8, 0.3], [1.8, 0.5, -0.6], [-0.2, 0.1, -0.1], [-0.6, 0.6, -0.1], [-1.0, 0.5, -4.9], [-2.6, -0.3, -2.1], [1.5, 0.0, -0.5], [0.5, -0.3, -0.5], [0.1, -1.6, 0.4], [-0.5, 0.4, 0.0], [-0.3, -0.4, 0.0], [0.0, -0.2, 0.2], [0.0, 0.0, -0.2], [0.0, -0.1, -0.1], [-0.2, -0.3, 0.2], [1.0, -0.3, 0.1], [0.5, 0.4, -1.3], [0.0, -0.2, -0.4], [0.1, -0.1, -0.3], [-0.4, 0.4, 0.0], [-0.2, -0.3, 0.4], [-0.7, 1.1, 0.0], [-0.2, 0.1, -0.1], [0.2, -0.2, -0.4], [0.1, -2.7, 1.5], [-1.3, -0.6, 1.1], [-0.6, 0.6, -1.3], [2.0, 1.0, 0.6], [-0.2, 0.7, 0.5], [0.0, -0.5, 0.4], [-0.1, -0.1, 0.4], [0.1, 0.2, -0.4], [0.0, 0.1, 0.4], [0.2, 0.2, -0.8], [0.6, 0.5, 0.2], [0.0, -0.8, 0.0], [-0.3, 1.0, 0.6], [0.4, -0.7, 0.5], [0.4, -0.2, 0.3], [-0.6, -0.2, -0.7], [-0.2, -0.2, -0.4], [0.0, 0.2, -0.3], [-0.2, -0.2, -0.2], [-0.1, -0.2, -0.3], [-0.1, 0.1, 0.2], [-0.2, 0.4, -0.1], [0.0, 0.1, -1.0], [0.4, 0.2, 0.7], [-0.1, 0.1, -0.3], [-0.1, 0.3, -0.1], [0.0, 0.7, 0.0], [0.0, 0.1, 0.0], [-0.5, -0.1, -0.3], [0.1, -0.1, 0.4], [0.1, 0.0, 0.2], [-0.1, -0.2, 0.1], [-0.1, -0.2, -0.4], [0.1, 0.3, -0.5], [0.2, 0.3, 0.1], [1.1, -0.8, 0.8], [0.5, -0.1, -0.2], [0.1, 0.4, 0.1], [-0.4, -0.1, -0.3], [0.1, 0.2, 0.4], [-0.1, 0.1, -0.1], [0.0, -0.3, -0.3], [0.4, -0.1, 0.0], [0.4, 0.2, 0.6], [-0.2, 0.4, 0.4], [-0.2, 0.0, -0.2], [-0.1, 0.0, 0.1], [0.0, 0.2, 0.3], [0.3, -0.1, 0.8], [0.0, -0.6, 0.2], [0.5, -0.4, 0.1]], "s2": 6.0261, "multiplicity": 5, "e_tot_ha": -2430.28002, "total_charge": 2, "e_homo_ev": [-13.46, -13.39], "gap_ev": [6.92, 5.12], "lumo_ev": [-6.54, -8.28]}